Run a
Below is an isolated molecule of C6H13N, with properties calculated with wB97M-V/def2-TZVPD.

Computed properties:
- LUMO (eV) = 1.2055
- orbital gap (eV) = 9.09

Cartesian coordinates (Å):
C 2.952 -0.443 -0.200
C 1.462 -0.544 -0.019
C 0.715 0.632 -0.576
N -0.647 0.267 -0.324
C -1.646 1.110 -0.763
C -1.515 0.440 0.779
C -2.471 -0.747 1.002
H 3.323 0.484 0.249
H 3.201 -0.427 -1.267
H 3.451 -1.292 0.267
H 1.033 -1.421 -0.519
H 1.168 -0.620 1.037
H 0.833 0.688 -1.674
H 1.071 1.613 -0.186
H -2.400 0.635 -1.402
H -1.228 2.002 -1.275
H -1.116 0.806 1.754
H -3.402 -0.438 1.494
H -2.724 -1.163 0.024
H -2.061 -1.580 1.599

Run b
Below is an isolated molecule of C6H13N, with properties calculated with wB97M-V/def2-TZVPD.

Computed properties:
- LUMO (eV) = 1.0509
- orbital gap (eV) = 9.86

Cartesian coordinates (Å):
C 2.595 -0.965 0.689
C 1.504 -0.346 -0.123
C 0.420 0.282 0.328
C 0.256 0.629 1.799
C -0.601 0.786 -0.682
C -1.630 -0.283 -0.985
N -2.621 0.203 -1.959
H 2.496 -2.055 0.673
H 3.569 -0.751 0.263
H 2.594 -0.648 1.729
H 1.575 -0.453 -1.205
H -0.395 1.495 1.904
H -0.122 -0.216 2.368
H 1.221 0.965 2.178
H -1.083 1.672 -0.276
H -0.099 1.102 -1.591
H -1.145 -1.181 -1.357
H -2.091 -0.583 -0.028
H -3.199 0.897 -1.498
H -3.245 -0.550 -2.227

Short version: run b is the most stable of them.

Run a
Below is a structure of composition C6H13N, with properties calculated with wB97M-V/def2-TZVPD.

Computed properties:
- LUMO (eV) = -0.1731
- orbital gap (eV) = 6.73

Cartesian coordinates (Å):
C 1.561 -2.244 -0.042
C 0.326 -2.153 0.835
C -0.097 -0.680 1.085
C -0.268 0.052 -0.262
C 0.379 1.242 -0.496
N -0.291 2.533 -0.209
C -1.580 2.457 -0.936
H 1.328 -1.745 -1.041
H 1.949 -3.290 -0.183
H 2.407 -1.686 0.427
H -0.488 -2.598 0.306
H 0.517 -2.705 1.777
H -1.047 -0.680 1.687
H 0.711 -0.209 1.685
H -0.581 0.635 -1.248
H 1.431 1.287 -0.782
H -0.477 2.494 0.816
H -1.405 2.618 -2.000
H -2.088 1.459 -0.792
H -2.288 3.214 -0.627

Run b
Below is an isolated molecule of C6H13N, with properties calculated with wB97M-V/def2-TZVPD.

Computed properties:
- LUMO (eV) = 1.0227
- orbital gap (eV) = 9.86

Cartesian coordinates (Å):
C 2.273 1.385 0.476
C 1.651 0.238 0.277
C 1.787 -0.902 1.224
C 0.625 -0.039 -0.915
C -0.808 -0.639 -0.549
C -1.862 0.581 -0.672
N -3.224 -0.005 -0.256
H 2.081 2.215 -0.246
H 2.946 1.725 1.267
H 2.179 -0.802 2.253
H 2.152 -1.769 0.818
H 0.631 -1.270 1.455
H 0.619 1.016 -1.473
H 1.024 -0.784 -1.558
H -0.798 -1.086 0.551
H -1.100 -1.402 -1.219
H -1.609 1.352 0.061
H -1.900 1.137 -1.569
H -3.271 0.023 0.729
H -3.395 -0.974 -0.654

Run c
Below is an isolated molecule of C6H13N, with properties calculated with wB97M-V/def2-TZVPD.

Computed properties:
- LUMO (eV) = 1.0349
- orbital gap (eV) = 9.65

Cartesian coordinates (Å):
C 1.745 -1.376 1.534
C 1.214 -0.283 0.511
C -0.006 0.292 0.715
C -1.002 -0.234 1.747
C -0.422 1.159 -0.395
C -0.827 0.320 -1.704
N -1.119 1.223 -2.782
H 2.217 -2.152 0.901
H 2.718 -1.024 2.120
H 0.974 -1.872 2.190
H 1.841 -0.027 -0.280
H -0.834 -0.036 2.869
H -2.057 -0.041 1.529
H -0.823 -1.296 1.658
H -1.179 1.868 -0.050
H 0.567 1.605 -0.519
H 0.004 -0.255 -2.031
H -1.676 -0.341 -1.520
H -0.235 1.726 -2.775
H -1.096 0.743 -3.718

Run d
Below is a cluster of 2 separate species, C6H13N in total, with properties calculated with wB97M-V/def2-TZVPD.

Computed properties:
- LUMO (eV) = -0.0075
- orbital gap (eV) = 8.69

Cartesian coordinates (Å):
C -1.084 2.815 0.704
C -0.374 1.615 1.203
N -0.456 -1.347 -0.972
C -0.709 -2.700 -0.535
C 0.508 -0.666 -0.500
C 1.487 -1.099 0.575
C 0.661 0.722 -1.094
H -2.039 2.707 0.173
H -1.285 3.320 1.669
H -0.420 3.501 0.165
H -1.106 0.777 1.201
H -0.385 -3.387 -1.327
H -0.217 -3.002 0.400
H -1.790 -2.834 -0.421
H 2.016 -0.237 0.987
H 0.978 -1.598 1.405
H 2.223 -1.805 0.170
H -0.287 1.260 -0.982
H 0.810 0.652 -2.174
H 1.468 1.305 -0.647

Short version: run c is the most stable of them.

Run a
Below is a cluster of 2 separate species, C4H6NP in total, with properties calculated with wB97M-V/def2-TZVPD.

Computed properties:
- LUMO (eV) = -0.5560
- orbital gap (eV) = 9.09

Cartesian coordinates (Å):
H -2.699 0.346 -1.868
N -1.647 0.462 -1.808
P -1.127 1.391 -0.639
C 0.675 1.024 -0.771
C 1.809 1.158 -1.201
H 2.824 1.025 -1.164
C 0.670 -0.604 1.260
C -0.506 -1.186 1.225
H 1.450 -1.265 0.898
H 0.884 0.331 1.624
H -0.933 -2.153 0.999
H -1.400 -0.527 1.447

Run b
Below is an isolated molecule of C4H6NP, with properties calculated with wB97M-V/def2-TZVPD.

Computed properties:
- LUMO (eV) = 0.0534
- orbital gap (eV) = 6.81

Cartesian coordinates (Å):
C -1.193 1.002 -1.725
C -1.087 0.379 -0.706
C -0.881 -0.385 0.505
C 0.544 -0.139 1.034
N 1.510 -0.378 -0.013
P 1.970 0.737 -1.103
H -1.322 1.561 -2.605
H -1.608 -0.082 1.262
H -1.021 -1.449 0.288
H 0.636 0.906 1.337
H 0.743 -0.788 1.891
H 1.708 -1.364 -0.164

Short version: run b is the most stable of them.